Entry 1:
# CH2NO4S

A structure of composition CH2NO4S in a non-equilibrium geometry (wB97M-V/def2-TZVPD, the OMol25 dataset).

Properties
Kohn-Sham gap   7.7 eV
ΔE to the lowest compared entry with this formula, charge and spin   85.6 kcal per mole

```
! wB97M-V def2-TZVPD RIJCOSX def2/J DEFGRID3
* xyz -1 1
S -1.59 0.84 0.32
O -1.89 1.40 -1.00
O 1.20 -1.69 0.86
H 0.86 1.05 -0.69
C 0.71 0.38 0.15
O 0.98 -1.35 -1.26
O -2.23 -0.43 0.59
N 0.98 -0.93 -0.10
H 0.99 0.73 1.13
*
```

Entry 2:
# CH2O2S

The molecule CH2O2S in a non-equilibrium geometry (wB97M-V/def2-TZVPD, the OMol25 dataset).

Properties
Kohn-Sham gap   10.4 eV
ΔE to the lowest compared entry with this formula, charge and spin   44.5 kcal per mole
Structure (SMILES)   O=COS

```
! wB97M-V def2-TZVPD RIJCOSX def2/J DEFGRID3
* xyz 0 1
H 0.21 -0.23 -1.17
O 0.26 0.24 0.85
H -1.90 0.83 0.61
S -0.73 1.46 0.37
O 1.44 -1.63 -0.38
C 0.72 -0.67 -0.28
*
```

Entry 3:
# CH2O2S2

A cluster of 2 separate species, CH2O2S2 in total (wB97M-V/def2-TZVPD, the OMol25 dataset).

Properties
Kohn-Sham gap   10.0 eV
ΔE to the lowest compared entry with this formula, charge and spin   0.0 kcal per mole

```
! wB97M-V def2-TZVPD RIJCOSX def2/J DEFGRID3
* xyz 0 1
C -1.72 4.00 0.42
H 1.71 -1.20 -0.85
S 0.35 0.94 -0.30
O -1.14 0.26 -0.06
S 1.67 -0.48 0.29
H -1.50 0.54 0.79
O -0.81 4.65 0.35
*
```

Entry 4:
# CH2O2S3

The molecule CH2O2S3 in a non-equilibrium geometry (wB97M-V/def2-TZVPD, the OMol25 dataset).

Properties
Kohn-Sham gap   9.3 eV
ΔE to the lowest compared entry with this formula, charge and spin   0.0 kcal per mole
Structure (SMILES)   O=C(OS)SS

```
! wB97M-V def2-TZVPD RIJCOSX def2/J DEFGRID3
* xyz 0 1
H 1.53 1.58 1.60
O -0.04 -0.11 1.07
O 1.04 1.04 -0.56
C 0.20 0.22 -0.04
S -0.82 -0.51 -1.54
S -1.44 -2.25 -0.73
S 2.16 1.89 0.45
H -2.63 -1.86 -0.25
*
```

Entry 5:
# CH2O2S3

The molecule CH2O2S3 in a non-equilibrium geometry (wB97M-V/def2-TZVPD, the OMol25 dataset).

Properties
Kohn-Sham gap   8.7 eV
ΔE to the lowest compared entry with this formula, charge and spin   26.2 kcal per mole
Structure (SMILES)   OSC(=S)SO

```
! wB97M-V def2-TZVPD RIJCOSX def2/J DEFGRID3
* xyz 0 1
S -0.95 1.46 -0.26
H 0.03 -1.13 -2.98
C 0.04 0.26 0.12
H -0.94 0.57 2.62
O 0.02 0.38 2.77
S 0.45 -0.62 1.55
O 0.21 -0.28 -2.60
S 1.15 -0.64 -1.22
*
```

Entry 6:
# CH2O3

The molecule CH2O3 in a non-equilibrium geometry (wB97M-V/def2-TZVPD, the OMol25 dataset).

Properties
Kohn-Sham gap   11.8 eV
ΔE to the lowest compared entry with this formula, charge and spin   4.2 kcal per mole
Structure (SMILES)   O=C(O)O

```
! wB97M-V def2-TZVPD RIJCOSX def2/J DEFGRID3
* xyz 0 1
O 0.48 -0.50 -1.17
H 0.94 -1.24 1.00
C 0.01 -0.04 -0.16
O 0.20 -0.59 1.07
H -0.89 1.29 0.88
O -0.69 1.11 -0.02
*
```

Entry 7:
# CH2O3P2

The molecule CH2O3P2 in a non-equilibrium geometry (wB97M-V/def2-TZVPD, the OMol25 dataset).

Properties
Kohn-Sham gap   8.7 eV
ΔE to the lowest compared entry with this formula, charge and spin   41.0 kcal per mole

```
! wB97M-V def2-TZVPD RIJCOSX def2/J DEFGRID3
* xyz 0 1
O -1.31 -0.23 0.66
O -2.41 -1.13 -1.47
H 0.07 -1.41 1.70
O -3.42 -3.40 0.91
P -2.61 -0.89 -0.07
H 0.22 0.61 2.04
P 0.33 -0.31 0.85
C -2.49 -2.85 0.61
*
```

Entry 8:
# CH2O3Pr

A structure of composition CH2O3Pr in a non-equilibrium geometry (wB97M-V/def2-TZVPD, the OMol25 dataset).

Properties
Kohn-Sham gap (alpha / beta)   7.6 / 10.4 eV
ΔE to the lowest compared entry with this formula, charge and spin   0.0 kcal per mole

```
! wB97M-V def2-TZVPD RIJCOSX def2/J DEFGRID3
* xyz 2 4
O -0.02 0.58 0.07
O -2.15 0.69 -0.05
O -1.13 -1.25 -0.38
H -1.71 1.64 -0.13
H -0.76 -1.91 0.22
Pr 2.44 -0.07 0.02
C -1.10 -0.05 0.12
*
```

Entry 9:
# CH2O3S2

A structure of composition CH2O3S2 in a non-equilibrium geometry (wB97M-V/def2-TZVPD, the OMol25 dataset).

Properties
Kohn-Sham gap   9.0 eV
ΔE to the lowest compared entry with this formula, charge and spin   28.6 kcal per mole

```
! wB97M-V def2-TZVPD RIJCOSX def2/J DEFGRID3
* xyz 0 1
H -1.27 -0.22 1.14
C -1.10 0.11 0.17
O 2.05 -0.24 -1.34
S 1.18 -0.10 -0.21
O 1.70 -0.35 1.09
H -2.04 -0.05 -0.24
O -0.19 -0.84 -0.45
S -0.33 1.69 -0.16
*
```

Entry 10:
# CH2O4S2

The molecule CH2O4S2 in a non-equilibrium geometry (wB97M-V/def2-TZVPD, the OMol25 dataset).

Properties
Kohn-Sham gap (alpha / beta)   5.5 / 7.9 eV
ΔE to the lowest compared entry with this formula, charge and spin   46.3 kcal per mole

```
! wB97M-V def2-TZVPD RIJCOSX def2/J DEFGRID3
* xyz 0 3
S 1.95 -0.66 0.05
O -0.08 0.80 0.98
O -0.29 0.39 -1.12
H 1.16 1.70 -0.16
O -2.44 0.46 0.18
S -1.17 -0.14 0.08
C 0.77 0.68 -0.05
O -1.00 -1.52 0.28
H 1.09 -1.71 -0.25
*
```

Entry 11:
# CH2O4Si

A cluster of 2 separate species, CH2O4Si in total in a non-equilibrium geometry (wB97M-V/def2-TZVPD, the OMol25 dataset).

Properties
Kohn-Sham gap (alpha / beta)   5.5 / 8.0 eV

```
! wB97M-V def2-TZVPD RIJCOSX def2/J DEFGRID3
* xyz 0 3
O -1.34 -0.28 -0.42
Si -0.32 -1.38 -0.11
O -0.90 2.39 -1.21
C -0.19 2.11 -0.39
H -0.35 -2.84 -0.44
O 0.56 1.94 0.43
H 1.48 -0.58 1.31
O 1.05 -1.37 0.82
*
```

Entry 12:
# CH2OS2

A structure of composition CH2OS2 in a non-equilibrium geometry (wB97M-V/def2-TZVPD, the OMol25 dataset).

Properties
Kohn-Sham gap   8.7 eV
ΔE to the lowest compared entry with this formula, charge and spin   31.1 kcal per mole

```
! wB97M-V def2-TZVPD RIJCOSX def2/J DEFGRID3
* xyz 0 1
S 1.01 -1.09 1.55
H -0.47 -0.35 -1.45
O 0.05 -0.94 -0.81
H -0.98 1.44 -0.36
C 0.27 -0.41 0.35
S 0.11 1.36 0.72
*
```

What did the first record say?
# CH2NO4S

A structure of composition CH2NO4S in a non-equilibrium geometry (wB97M-V/def2-TZVPD, the OMol25 dataset).

Properties
Kohn-Sham gap   7.7 eV
ΔE to the lowest compared entry with this formula, charge and spin   85.6 kcal per mole

```
! wB97M-V def2-TZVPD RIJCOSX def2/J DEFGRID3
* xyz -1 1
S -1.59 0.84 0.32
O -1.89 1.40 -1.00
O 1.20 -1.69 0.86
H 0.86 1.05 -0.69
C 0.71 0.38 0.15
O 0.98 -1.35 -1.26
O -2.23 -0.43 0.59
N 0.98 -0.93 -0.10
H 0.99 0.73 1.13
*
```